The following is a quantum chemistry calculation of a cluster of 2 separate species, C3H5N2OS2 in total, from the OMol25 dataset.

spin multiplicity: 1
net charge: -1
Kohn-Sham gap: 3.1 eV

Positions of all 13 atoms, in Å:
C (-0.755, -0.985, 1.030)
C (0.991, -0.037, -0.368)
C (0.496, -1.221, -1.119)
N (-0.323, -0.509, -0.105)
N (-0.952, -0.074, 2.119)
O (-0.992, -2.193, 1.195)
S (-0.936, 4.234, -0.772)
S (0.361, -0.074, 3.041)
H (1.767, -0.195, 0.360)
H (0.948, 0.906, -0.992)
H (0.342, -1.273, -2.265)
H (0.854, -2.122, -0.736)
H (-1.801, 3.543, -1.388)

Löwdin atomic charge list, values in e, 6 entries:
1 C -0.733
2 C -0.121
3 C -0.064
4 N -0.003
5 N -0.299
6 O 0.021